(1)
DFT (ωB97M-V/def2-TZVPD) results for C37H47Cl2Cu2N3O3 as an isolated structure in a non-equilibrium geometry.

Calculated values
Total charge: +4
Gap between HOMO and LUMO, eV: 2.32
E_HOMO, eV: -17.4
Max |F|, eV/Å: 12.6

Structure (XYZ):
```
94
Properties=species:S:1:pos:R:3:lowdin_charge:R:1
Cu -0.6421 1.5752 -3.3658 0.636
Cu -1.1650 -0.2901 -3.3511 0.638
Cl -5.9046 -1.1931 -2.5683 0.677
Cl -4.1763 0.2807 -0.1121 0.959
O -0.8409 0.8051 -1.9374 -0.539
O -4.4348 1.0633 2.1021 0.018
O 0.2349 1.2578 4.6537 0.163
N 5.2332 -0.9535 -3.0203 -0.051
N 0.4324 -2.1159 -0.7789 -0.168
N 0.8038 3.9748 -0.5741 -0.066
C 0.8179 -3.3990 -1.6766 0.126
C 3.1410 0.1742 -3.2730 0.036
C -4.2022 -0.8674 5.9298 0.007
C -3.4807 -0.1042 -1.6933 -0.537
C 3.3876 0.9958 -2.1307 -0.169
C -1.8601 -0.1267 5.9035 0.008
C 4.5042 0.6227 -1.3721 0.002
C 2.6132 -1.6137 0.1855 -0.087
C -2.2562 -2.5628 2.1866 -0.057
C 1.1567 1.9932 -1.8906 -0.072
C 5.4160 -0.2987 -1.8367 0.052
C 4.1274 -0.7166 -3.7189 0.036
C -2.0589 1.2456 1.8279 -0.054
C 0.3163 2.9720 -1.3992 -0.091
C 0.2870 1.6274 1.8482 0.082
C -0.8692 1.3116 2.5742 -0.040
C -1.9583 0.3265 4.6012 -0.083
C -1.7473 -0.9457 0.2646 -0.227
C -3.2146 0.2236 3.9254 -0.074
C -2.8111 -1.6469 1.1269 -0.251
C -2.1172 1.5515 0.4783 -0.110
C -0.9975 1.8725 -0.1626 -0.184
C 2.4848 2.0890 -1.6253 -0.113
C -0.1406 4.8980 -0.0462 0.055
C 1.2309 -2.1084 0.5258 -0.061
C -4.2892 -0.4474 4.5788 0.031
C -4.1924 -1.4137 -2.1950 -0.637
C 6.2852 -1.9407 -3.4708 0.083
C -1.1077 -2.0156 -0.6491 -0.046
C 0.9411 -0.8162 -1.3735 -0.090
C 0.2285 1.8904 0.4756 -0.076
C -2.9474 -0.7314 6.5126 -0.027
C 2.4083 -0.6110 -0.9220 -0.184
C 2.1440 4.1669 -0.3735 0.111
C 2.9946 3.2189 -0.9529 0.105
C -0.7719 1.0715 4.0240 -0.284
C -3.3431 0.9307 2.5880 -0.302
H 4.0719 -1.2938 -4.6300 0.163
H 4.6578 0.9786 -0.3641 0.162
H 0.8011 -4.2738 -1.0266 0.125
H 0.4082 -0.0281 -0.8415 0.106
H -3.3533 -0.8820 1.6828 0.051
H -3.5983 0.6963 -2.4237 0.106
H 2.2409 0.3058 -3.8552 0.127
H -1.4905 -2.0884 2.8003 0.080
H 1.0971 2.1238 -0.1224 0.070
H -1.2233 0.2528 -1.2280 0.014
H 5.9746 -2.6087 -4.2742 0.118
H 7.0523 -1.3433 -3.9634 0.126
H -4.1341 -2.2541 -1.5032 0.069
H -2.9952 -3.0202 2.8445 0.108
H -3.5630 -2.2095 0.5736 0.118
H 1.1484 -3.1116 0.9440 0.151
H -2.4631 -0.3620 -1.3997 -0.036
H -3.7294 -1.6214 -3.1597 0.058
H 3.0858 -1.1261 1.0382 0.147
H 4.0232 3.4511 -0.7193 0.150
H 0.1297 -3.4928 -2.5166 0.107
H -0.9734 -0.4648 0.8628 0.108
H -1.3619 -1.8584 -1.6973 0.099
H 2.5991 0.4303 -0.6625 0.093
H -1.6375 -3.3871 1.8318 0.072
H 0.3279 5.4351 0.7785 0.131
H -1.0957 4.4448 0.2193 0.128
H -2.6913 -1.4155 7.3080 0.126
H -1.0347 2.1649 -1.2016 0.033
H -2.1631 -0.1718 -0.3808 -0.028
H 1.2924 1.6926 2.2372 0.137
H -1.4245 -3.0309 -0.4105 0.151
H 3.2042 -0.8318 -1.6333 0.063
H 1.7687 -3.0951 -2.1145 0.101
H 0.8088 -0.6614 -2.4443 0.097
H 6.1954 -0.6841 -1.1960 0.166
H 6.6929 -2.3991 -2.5698 0.116
H -3.0510 1.6752 -0.0500 0.049
H 2.4448 5.0367 0.1917 0.174
H -5.0361 -1.4024 6.3596 0.126
H -5.2595 -0.5498 4.1156 0.125
H 3.2899 -2.3585 -0.2333 0.134
H -0.3605 5.6790 -0.7741 0.138
H 0.7789 -1.4856 1.2977 0.135
H -0.7518 2.8719 -1.5238 0.097
H 0.6004 1.2982 -2.5021 0.030
H -0.9632 -0.2448 6.4934 0.134
```

---

(2)
DFT (ωB97M-V/def2-TZVPD) results for one molecule with the formula C11H20BFO3S2 in a non-equilibrium geometry.

Calculated values
Gap between HOMO and LUMO, eV: 8.88
E_HOMO, eV: -8.6
Max |F|, eV/Å: 2.1

Structure (XYZ):
```
38
Properties=species:S:1:pos:R:3:lowdin_charge:R:1
S -3.1134 -2.3066 0.1997 0.842
S 1.6971 -2.3407 0.7969 0.891
F 1.8260 0.8585 -0.8232 0.013
O 0.4118 2.6093 0.8947 0.175
O -3.7759 0.0961 -1.6851 0.110
O -1.7122 0.9813 -1.3679 0.066
C 0.6215 1.0991 -1.4418 -0.295
C -0.5644 0.7067 -0.5297 -0.217
C -0.6349 -0.7309 0.0638 -0.392
C -0.8463 -0.8023 1.5633 -0.094
C 0.4239 -1.7878 -0.3855 -0.396
C -2.6350 0.0037 -1.2725 -0.482
C -2.0298 2.1538 1.3829 0.022
C -1.9629 -1.2163 -0.6564 -0.498
C 3.8944 -0.6507 0.5535 -0.170
C 0.6372 0.4645 -2.8315 0.006
C 2.6057 -0.8658 1.3405 -0.530
B -0.6873 1.8527 0.6073 -0.432
H -0.3072 0.0107 -3.1026 0.086
H -0.0577 -0.2874 2.1081 0.089
H -0.8581 -1.8279 1.9049 0.070
H -1.7875 -0.3543 1.8596 0.065
H 2.8722 -1.0481 2.3765 0.067
H 1.4006 -0.3090 -2.8366 0.079
H 3.7487 -0.8173 -0.5073 0.056
H -1.9409 1.7455 2.3908 0.073
H -2.2158 3.2188 1.4910 0.074
H 0.3229 2.9981 1.7639 0.111
H -3.8091 -1.4338 0.9413 -0.110
H 4.2704 0.3608 0.6739 0.071
H 0.5526 2.1756 -1.5787 0.147
H -0.1200 -2.7060 -0.5783 0.070
H -1.7487 -1.8203 -1.5380 0.113
H 0.9372 1.1782 -3.5891 0.085
H 1.9478 -0.0110 1.2834 0.043
H -2.9090 1.6901 0.9456 0.068
H 0.9138 -1.5163 -1.3094 0.055
H 4.6322 -1.3712 0.8922 0.066
```

---

(3)
DFT (ωB97M-V/def2-TZVPD) results for one molecule with the formula C5H9NO in a non-equilibrium geometry.

Calculated values
Energy relative to the best compared isomer or geometry (same formula, charge and spin), kcal per mole: 101.4
Gap between HOMO and LUMO, eV: 10.58
E_HOMO, eV: -9.5
Max |F|, eV/Å: 3.3

Structure (XYZ):
```
16
Properties=species:S:1:pos:R:3:lowdin_charge:R:1
O 0.1173 -0.7624 -1.3875 -0.144
N 0.8273 1.0056 1.6156 0.101
C -1.3094 0.7908 -0.0353 -0.133
C 0.9749 0.3206 0.3747 -0.314
C -0.3096 0.2907 1.0196 -0.286
C 1.1017 -1.0581 -0.3816 -0.121
C -1.2395 -0.3598 -0.9987 -0.191
H -0.5096 -0.7879 1.2791 0.154
H -1.8232 -1.1850 -0.6092 0.119
H 1.0963 1.0709 -0.3308 0.115
H 2.0546 -1.1723 -0.9482 0.127
H 1.1472 0.4774 2.4673 0.117
H -2.3967 1.0456 0.2279 0.133
H 0.9678 -1.8672 0.2957 0.099
H -1.6297 -0.1228 -1.9471 0.109
H -0.9450 1.6954 -0.5164 0.114
```

---

(4)
DFT (ωB97M-V/def2-TZVPD) results for a 13-piece molecular cluster, ClH24O16 overall in a non-equilibrium geometry.

Calculated values
Energy relative to the best compared isomer or geometry (same formula, charge and spin), kcal per mole: 30.9
Total charge: -1
Gap between HOMO and LUMO, eV: 8.93
E_HOMO, eV: -6.7
Max |F|, eV/Å: 6.0

Structure (XYZ):
```
41
Properties=species:S:1:pos:R:3:lowdin_charge:R:1
Cl -0.5305 -0.9392 -0.9738 0.866
O -0.0335 2.6398 0.8942 -0.063
O 2.0195 -2.9932 0.7922 -0.023
O -0.0495 0.6758 2.5512 -0.010
O 0.5375 -1.8762 -1.4738 -0.328
O -0.1235 2.8548 -3.0468 -0.049
O 2.1395 0.4558 -2.8788 -0.073
O 2.1155 -0.1232 0.6982 -0.059
O 3.6045 -1.3232 -1.3758 -0.072
O -1.8435 -1.2342 -1.6428 -0.341
O -0.6195 -1.2482 0.4892 -0.362
O -4.0205 -0.7462 0.1282 -0.011
O -0.1555 0.5108 -1.1058 -0.361
O -2.1545 2.2218 -1.2818 -0.020
O -0.0595 -2.3342 2.9372 -0.042
O -2.7055 -0.4072 2.4422 -0.069
O 2.1245 2.2718 -0.9268 -0.054
H 2.4445 0.9088 -2.0758 0.002
H 3.0295 -1.3702 -2.1128 -0.024
H -0.4915 2.2278 0.1522 -0.008
H 2.0755 0.3338 1.5682 0.081
H 1.3895 -0.0402 -2.5418 -0.017
H 0.4535 -1.9062 2.2722 -0.030
H -0.9065 0.4388 2.5292 -0.048
H 1.7545 1.7358 -0.2148 0.002
H 0.1005 1.9648 1.5542 -0.042
H -3.0395 2.0338 -1.0008 0.053
H -3.4605 -1.2092 -0.4758 0.003
H 1.2045 -0.4262 0.5952 -0.019
H 0.2675 0.5988 3.4742 0.107
H -0.9965 2.5918 -2.7568 -0.014
H 0.4255 2.3148 -2.5038 -0.038
H -0.9235 -2.1382 2.6242 -0.026
H 1.8695 3.1768 -0.8948 0.042
H -1.8225 1.3688 -1.4258 -0.034
H 2.2665 -3.8912 0.8352 0.020
H -3.0615 -0.6642 1.5482 0.007
H -4.5615 -1.4372 0.4502 0.042
H -2.7935 -1.2142 2.9522 0.037
H 1.5415 -2.9192 -0.0248 -0.009
H 2.9905 -0.8822 -0.7538 -0.016
```

---

(5)
DFT (ωB97M-V/def2-TZVPD) results for a 2-piece molecular cluster, CHClN2O overall in a non-equilibrium geometry.

Calculated values
Energy relative to the best compared isomer or geometry (same formula, charge and spin), kcal per mole: 67.8
Gap between HOMO and LUMO (alpha / beta), eV: 8.48 / 8.49
E_HOMO (alpha / beta), eV: -9.2 / -9.2
Max |F|, eV/Å: 1.8

Structure (XYZ):
```
6
Properties=species:S:1:pos:R:3:lowdin_charge:R:1
Cl -0.8570 0.2058 -2.2798 0.581
O -1.2620 0.7648 1.5821 0.153
N 0.6091 -0.2086 0.5803 0.147
N 0.1926 -0.7535 -1.6720 -0.536
C -0.2737 0.3287 1.1689 -0.433
H 1.5910 -0.3372 0.6204 0.088
```

---

no.,energy (eV)
1,-164005.08980
2,-42939.54980
3,-8864.81637
4,-45667.56691
5,-18599.01554